[1]
Density functional theory data (the ωB97M-V functional and the def2-TZVPD basis) for a 6-piece molecular cluster, C2H16O5 overall.

Each line ends with the Löwdin charge.
Atoms and positions in Å:
C  -0.15074  -3.54391  -0.18895  -0.177
C  -0.68904  -4.52722  -1.20835  -0.180
H  0.70942  -2.97897  -0.56814  0.056
H  -0.86978  -2.79545  0.13289  0.057
H  0.29831  -4.06833  0.65553  0.062
H  -0.31145  -5.54592  -1.11189  0.060
H  -0.64747  -4.22296  -2.25216  0.060
H  -1.75980  -4.71908  -1.03892  0.063
O  -4.70525  3.26532  -0.76872  -0.061
H  -4.61180  2.63950  -0.04079  0.032
H  -4.42731  4.10127  -0.37604  0.028
O  3.79364  0.71676  3.30687  -0.054
H  4.64214  1.10145  3.07344  0.037
H  3.15455  0.99225  2.64753  0.013
O  -1.45712  3.85854  -1.02616  -0.067
H  -1.59154  4.13258  -0.11112  0.029
H  -0.58937  4.24011  -1.21378  0.039
O  2.97145  1.29136  -0.61171  -0.060
H  3.36396  0.44657  -0.82076  0.029
H  2.27949  1.25012  0.05744  -0.016
O  0.31239  1.84163  0.47876  -0.054
H  0.08913  1.25873  -0.26027  0.057
H  0.19622  1.26567  1.24529  0.049

Computed properties:
Structure (SMILES) ... CC.O.O.O.O.O
Energy above the lowest of the compared OMol25 structures with the same formula, charge and spin ... 0.929 eV
LUMO energy ... 0.0022 Eh

[2]
Density functional theory data (the ωB97M-V functional and the def2-TZVPD basis) for a 6-piece molecular cluster, C2H16O5 overall.

Each line ends with the Löwdin charge.
Atoms and positions in Å:
C  0.38815  1.63640  0.21454  -0.166
C  -0.85671  1.77266  -0.68381  -0.157
H  0.82893  0.64264  0.10577  0.035
H  1.15365  2.38267  0.00152  0.059
H  0.13320  1.68576  1.27032  0.064
H  -1.06457  0.87704  -1.26287  0.065
H  -0.75391  2.60002  -1.39007  0.061
H  -1.69107  2.01148  -0.03463  0.038
O  2.06047  0.24369  -2.23555  -0.041
H  2.62510  0.66989  -1.59580  0.039
H  1.41691  0.95839  -2.28349  0.042
O  -3.35740  0.84335  1.21627  -0.075
H  -4.20062  0.91515  0.76597  0.033
H  -2.90164  0.02157  0.99859  -0.016
O  2.75711  -2.13753  -0.76705  -0.055
H  3.39688  -1.56194  -0.33940  0.043
H  2.35334  -1.53456  -1.41660  0.018
O  -2.04589  -1.69935  0.98492  -0.044
H  -1.09411  -1.64056  0.91052  0.000
H  -2.42511  -2.55712  1.12795  0.045
O  0.73210  -2.11532  1.37911  -0.052
H  1.03645  -1.72655  2.20364  0.054
H  1.50873  -2.28780  0.83016  0.010

Computed properties:
Structure (SMILES) ... CC.O.O.O.O.O
Energy above the lowest of the compared OMol25 structures with the same formula, charge and spin ... 0.213 eV
LUMO energy ... 0.0127 Eh

Number 1: E -461.9566 a.u.. Number 2: E -461.9829 a.u..